DFT (ωB97M-V with the def2-TZVPD basis set) results for one molecule with the formula C3H3PS.

As for the spin multiplicity: 1. As for the energy above the lowest of the compared OMol25 structures with the same formula, charge and spin: 32.9 kcal/mol. As for the LUMO energy (alpha / beta): -1.3 / -1.3 eV. The HOMO energy (alpha / beta) comes out at -0.2799 / -0.2803 Ha. The calculation puts the HOMO-LUMO gap (alpha / beta) at 6.3282 / 6.3259 eV.

CARTESIAN COORDINATES (ANGSTROEM)
C: -0.040 0.434 0.156
C: -1.187 0.799 -0.383
C: 0.629 -0.902 0.147
P: 0.708 1.966 0.718
S: -2.487 1.254 -1.037
H: 0.473 -1.207 -0.913
H: 0.264 -1.613 0.991
H: 1.640 -0.731 0.320


DFT (ωB97M-V with the def2-TZVPD basis set) results for a 16-piece molecular cluster, C3H40N3O15 overall.

As for the spin multiplicity: 1. As for the LUMO energy: -2.2 eV. The HOMO energy comes out at -0.4617 Ha. The calculation puts the HOMO-LUMO gap at 10.3481 eV. As for the total charge: +1.

CARTESIAN COORDINATES (ANGSTROEM)
C: -0.713 -0.632 1.223
C: 0.019 0.595 0.842
N: 1.041 0.428 -0.202
C: 1.577 1.528 -0.869
N: 2.695 1.396 -1.704
N: 1.212 2.772 -0.417
H: -0.551 -1.378 0.392
H: -1.766 -0.444 1.292
H: -0.317 -1.087 2.159
H: -0.654 1.402 0.371
H: 0.583 0.943 1.710
H: 1.125 -0.553 -0.565
H: 3.053 0.333 -1.934
H: 2.849 2.038 -2.549
H: 1.822 3.569 -0.716
H: 0.671 3.080 0.440
H: 1.541 -2.776 0.562
H: 0.466 -3.425 -0.306
O: 1.093 -2.715 -0.312
H: -4.590 -0.568 -2.244
H: -3.302 -0.630 -1.267
O: -3.621 -0.690 -2.217
H: -1.065 -4.871 -0.966
H: 0.430 -5.178 -1.218
O: -0.214 -4.828 -0.488
H: 1.807 -2.263 -1.577
H: 3.161 -2.128 -2.491
O: 2.451 -1.748 -2.154
H: -2.603 0.788 -1.943
H: -1.099 0.956 -2.004
O: -1.921 1.246 -1.514
H: -0.612 -2.128 -4.197
H: 0.945 -1.664 -4.399
O: 0.043 -1.461 -4.657
H: -0.226 1.793 -3.789
H: 0.632 0.479 -3.647
O: 0.253 1.280 -3.097
H: -1.155 1.536 3.432
H: -0.689 2.123 4.741
O: -0.336 2.001 3.864
H: 3.201 0.370 3.423
H: 1.851 0.304 3.674
O: 2.612 -0.271 3.610
H: -1.476 -2.411 -2.496
H: -2.208 -2.600 -3.739
O: -1.464 -3.019 -3.283
H: -3.993 1.954 -0.142
H: -2.912 1.209 0.424
O: -3.860 1.121 0.449
H: 2.660 -2.074 2.651
H: 2.191 -3.461 2.695
O: 2.009 -2.653 2.234
H: -3.451 0.982 3.666
H: -3.016 1.163 2.140
O: -2.672 1.082 2.962
H: -0.483 4.488 2.123
H: -0.081 3.258 2.705
O: -0.103 3.788 1.875
H: 2.018 2.706 1.866
H: 2.714 2.844 3.039
O: 2.427 2.100 2.538


DFT (ωB97M-V with the def2-TZVPD basis set) results for C3H4Ag5BBr2F4O3 as an isolated structure.

As for the spin multiplicity: 1. As for the energy above the lowest of the compared OMol25 structures with the same formula, charge and spin: 0.0 kcal/mol. As for the LUMO energy: -9.3 eV. The HOMO energy comes out at -0.5510 Ha. The calculation puts the HOMO-LUMO gap at 5.6959 eV. As for the total charge: +2.

CARTESIAN COORDINATES (ANGSTROEM)
Ag: -1.895 -0.819 -2.021
Ag: 2.837 -1.498 -1.052
Ag: 0.696 -2.851 1.761
Ag: 0.172 -3.478 -2.074
Ag: 0.617 1.551 -1.183
C: -0.132 -0.863 0.086
O: -0.397 -2.071 -0.319
O: 1.080 -0.633 0.485
O: -0.976 0.081 -0.116
B: 2.449 -4.332 -0.342
F: 1.065 -4.570 -0.068
F: 3.175 -5.447 -0.211
F: 2.533 -3.858 -1.731
F: 2.850 -3.259 0.512
Br: -1.428 3.756 -1.491
C: -2.152 3.565 0.342
C: -1.360 4.455 1.263
Br: -1.890 4.027 3.077
H: -2.121 2.505 0.566
H: -3.185 3.895 0.280
H: -1.649 5.490 1.110
H: -0.289 4.354 1.125


Largest force on an atom values, unit eV Å⁻¹, following the record order: 2.4; 10.6; 2.3.